Record 1
# C18H22BrReS4

A molecular structure, C18H22BrReS4 (ωB97M-V with the def2-TZVPD basis set, OMol25).

The geometry in XYZ format:
```
46
Properties=species:S:1:pos:R:3:mulliken_charge:R:1
Re -0.27 -0.09 -0.59 0.458
Br 1.15 -1.45 2.44 0.011
S 2.06 0.02 -1.03 -0.037
S -0.13 2.24 -0.90 0.039
S -2.56 0.23 -1.23 -0.044
S -0.50 -1.85 1.06 0.144
C -0.45 -1.93 -1.79 0.662
C 1.40 2.58 -1.88 -0.665
C 2.54 -1.51 -1.87 -0.558
C -0.12 -1.81 -3.25 -1.569
C 0.27 -2.87 -4.00 -0.739
C 0.36 -4.31 -2.03 -0.219
C -0.06 -4.54 0.77 -0.493
C -2.35 1.59 -2.46 -0.606
C 0.22 -5.69 -0.05 -0.830
C -1.63 2.77 -1.82 -0.707
C 2.08 1.30 -2.35 -0.719
C -1.97 -2.35 -1.76 -0.980
C 1.99 -2.71 -1.09 -1.024
C -2.88 -1.25 -2.26 -0.677
C 0.39 -4.16 -3.41 -0.874
C -0.03 -3.32 0.20 -0.840
C 0.42 -3.06 -1.19 3.740
C 0.39 -5.57 -1.42 -0.898
H 0.46 -5.03 -4.05 0.570
H 3.13 1.51 -2.60 0.564
H -3.35 1.89 -2.80 0.526
H 2.24 -2.59 -0.03 0.499
H 0.40 -2.77 -5.07 0.587
H -1.79 1.18 -3.30 0.289
H -3.93 -1.51 -2.16 0.589
H 1.14 3.20 -2.73 0.476
H 0.22 -6.67 0.41 0.489
H -2.25 -2.63 -0.75 0.560
H 2.55 -3.58 -1.42 0.359
H -2.24 3.27 -1.07 0.413
H -1.36 3.51 -2.57 0.483
H -0.32 -4.68 1.81 0.586
H -0.32 -0.87 -3.76 0.350
H 2.21 -1.45 -2.90 0.226
H 1.58 0.87 -3.21 0.287
H 2.03 3.17 -1.22 0.428
H -2.70 -0.96 -3.29 0.415
H 0.50 -6.46 -2.03 0.549
H 3.63 -1.56 -1.86 0.705
H -2.15 -3.23 -2.39 0.474
```

As for the energy: -4943.0303 hartree. As for the net charge: +3. The calculation puts the energy above the lowest of the compared OMol25 structures with the same formula, charge and spin at 0.0 kJ/mol. For the gap between HOMO and LUMO (spin up / spin down), the calculation gives 6.28 / 6.24 eV. Its HOMO energy (spin up / spin down) is -17.70 / -18.29 eV. The spin multiplicity is 2.

Record 2
# C18H22ClF2N3O4

C18H22ClF2N3O4 in the gas phase (ωB97M-V with the def2-TZVPD basis set, OMol25).

The geometry in XYZ format:
```
50
Properties=species:S:1:pos:R:3:mulliken_charge:R:1
Cl 1.50 5.20 -7.65 -0.188
F 1.35 -5.81 1.69 -0.310
F -0.22 -7.11 0.88 -0.293
O -2.69 -2.98 1.29 -0.706
O 0.78 -3.06 1.61 -0.446
O -0.75 2.99 0.01 -0.609
O -0.67 3.28 -2.71 -0.456
N -1.36 -1.23 1.67 0.335
N 1.57 4.57 -5.13 -0.614
N 1.51 2.78 0.09 -0.086
C -0.79 -4.87 1.24 -1.155
C 0.79 4.61 -6.18 0.232
C 1.59 2.44 1.50 -0.908
C -1.59 -2.55 1.62 0.116
C -1.16 3.74 -5.08 -0.957
C -2.46 -0.36 1.28 -1.083
C -0.35 3.70 -3.96 0.603
C -0.19 -0.55 2.23 -1.142
C 1.80 0.95 1.74 -0.756
C 0.68 0.08 1.14 0.082
C 0.98 4.10 -4.02 0.540
C -0.49 -3.57 2.00 1.504
C 0.33 3.04 -0.53 0.418
C 0.47 3.42 -1.97 0.455
C 1.50 3.91 -2.69 -0.646
C -0.56 4.22 -6.22 -0.292
C -0.01 -6.06 1.72 0.327
C -0.56 -3.77 3.52 -1.751
H -3.23 -0.33 2.05 0.323
H 0.06 0.67 0.48 0.199
H -2.08 0.65 1.12 0.385
H 0.40 -1.24 2.82 0.335
H 1.10 -0.74 0.55 0.213
H 2.34 2.71 -0.48 0.226
H -0.57 -4.72 0.18 0.383
H -1.51 -4.21 3.80 0.384
H -1.85 -5.10 1.33 0.357
H -1.10 4.30 -7.15 0.414
H -2.20 3.43 -5.05 0.471
H -0.56 0.23 2.90 0.315
H -0.46 -2.82 4.04 0.356
H 1.40 -3.80 1.62 0.370
H -0.25 -6.39 2.73 0.294
H -2.92 -0.72 0.36 0.329
H 2.49 4.15 -2.34 0.507
H 1.87 0.79 2.83 0.440
H 2.39 3.02 1.95 0.405
H 0.65 2.77 1.94 0.313
H 2.77 0.66 1.34 0.341
H 0.25 -4.42 3.86 0.427
```

As for the energy: -1824.3023 hartree. The calculation puts the energy above the lowest of the compared OMol25 structures with the same formula, charge and spin at 24.3 kJ/mol. For the gap between HOMO and LUMO, the calculation gives 9.09 eV. Its HOMO energy is -9.22 eV. Its SMILES is CN(CCCCNC(=O)c1cc2nc(Cl)ccc2o1)C(=O)[C@](C)(O)CC(F)F.

Record 3
# C18H22ClNO4

C18H22ClNO4 in the gas phase (ωB97M-V with the def2-TZVPD basis set, OMol25).

The geometry in XYZ format:
```
46
Properties=species:S:1:pos:R:3:mulliken_charge:R:1
Cl -1.14 -3.12 0.73 -0.139
O -0.06 1.88 0.62 -0.888
O -0.97 -2.53 3.54 -0.853
O 0.07 3.33 2.75 -0.699
O -1.00 -1.18 5.73 -0.665
N -0.25 -0.70 -0.76 0.629
C -2.05 0.25 -4.07 -0.494
C -0.34 2.29 4.81 -0.862
C -0.84 -1.48 2.88 1.164
C 0.88 -1.57 -1.16 -1.243
C -0.92 0.15 -1.78 -0.774
C -0.80 -1.57 1.42 0.102
C -0.28 2.20 3.46 0.453
C -0.76 -0.07 4.97 0.304
C 2.03 -0.74 -1.67 -0.717
C -2.52 -0.59 -5.25 -1.260
C -0.62 1.16 5.57 -0.733
C -0.47 -0.46 0.64 -0.887
C -0.42 0.98 2.78 -0.166
C -1.22 -0.60 -3.09 -0.518
C -0.66 -0.19 3.56 -0.043
C 4.05 0.56 -0.90 -1.477
C 2.63 0.19 -0.56 0.251
C -0.31 0.86 1.29 1.728
H -0.80 1.29 6.65 0.405
H 4.70 -0.33 -0.92 0.353
H -1.64 -0.96 -5.79 0.316
H 4.48 1.26 -0.21 0.417
H 1.25 -2.19 -0.36 0.572
H 0.03 3.10 1.79 0.397
H 2.55 -0.32 0.43 0.199
H -0.16 3.23 5.36 0.393
H 2.01 1.12 -0.54 0.043
H 2.84 -1.42 -1.95 0.577
H 1.78 -0.14 -2.57 0.268
H -1.06 -1.94 5.08 0.423
H -1.87 0.55 -1.45 0.572
H -3.14 0.00 -5.92 0.386
H 4.12 0.95 -1.96 0.284
H -2.89 0.63 -3.51 0.364
H -1.48 1.11 -4.36 0.376
H -0.27 1.03 -2.00 0.255
H -1.68 -1.56 -2.81 0.327
H -0.27 -0.84 -3.58 0.212
H -3.11 -1.45 -4.89 0.309
H 0.59 -2.21 -1.99 0.339
```

As for the energy: -1514.9957 hartree. The calculation puts the energy above the lowest of the compared OMol25 structures with the same formula, charge and spin at 201.8 kJ/mol. For the gap between HOMO and LUMO, the calculation gives 6.69 eV. Its HOMO energy is -8.56 eV. Its SMILES is CCCCN(CCCC)C1=C(Cl)C(=O)c2c(O)ccc(O)c2C1=O.

Question: Look up the energy of the first one.
Answer: -4943.0303 hartree